No. 1
A molecular structure, C18H17IN4OSn in a non-equilibrium geometry. Source: the Open Molecules 2025 dataset; level of theory: ωB97M-V with the def2-TZVPD basis set.

total charge = +2
total energy = -40866.525 eV
HOMO-LUMO gap (spin up / spin down) = 5.99 / 5.99 eV
E_LUMO (spin up / spin down) = -8.016 / -8.015 eV
ΔE to the lowest compared entry with this formula, charge and spin = 20.0 kcal per mole

Element x y z (Å)
C -2.797 -4.766 -0.062
C 3.192 3.475 -2.733
C 2.408 2.608 -2.037
H -3.089 4.038 -0.290
H -0.740 2.286 1.729
C 5.030 1.810 -2.776
C -1.715 2.532 -0.152
N -1.482 -2.398 -0.527
C 0.501 -0.267 2.281
C 2.889 1.269 -1.702
C 4.484 3.056 -3.114
H -2.008 3.541 1.746
C -0.969 -2.001 1.768
I -3.129 1.148 2.044
H 4.616 -0.053 -1.800
H -3.309 -5.700 0.127
Sn 0.044 -0.381 -0.830
C -2.662 -4.287 -1.354
O -1.014 1.719 -0.796
H 1.181 0.489 1.905
H -3.065 -4.825 -2.201
N 2.166 0.393 -1.108
C -0.555 -1.417 4.058
H 5.090 3.737 -3.702
H 0.861 0.190 4.337
H -1.842 -2.680 -2.536
C -1.984 -3.093 -1.544
H -0.735 -1.578 5.113
N -0.130 -1.020 1.364
H 6.042 1.565 -3.067
H 1.398 2.857 -1.733
H -2.585 3.340 -1.792
N -2.512 3.378 -0.786
C -1.612 -2.853 0.719
H 2.846 4.462 -3.002
H -2.333 -4.427 2.005
C 4.254 0.925 -2.089
C -1.710 2.579 1.345
C 0.325 -0.435 3.636
C -2.259 -4.044 0.996
C -1.202 -2.203 3.118
H -1.892 -2.968 3.440

***

No. 2
A molecular structure, C7H14NiO4 in a non-equilibrium geometry. Source: the Open Molecules 2025 dataset; level of theory: ωB97M-V with the def2-TZVPD basis set.

total charge = +1
multiplicity = 4
total energy = -56704.083 eV
HOMO-LUMO gap (spin up / spin down) = 6.56 / 5.64 eV
E_LUMO (spin up / spin down) = -5.826 / -6.726 eV
ΔE to the lowest compared entry with this formula, charge and spin = 50.2 kcal per mole

Element x y z (Å)
C -3.251 0.184 0.148
H 1.722 0.724 2.110
H 1.101 2.101 -0.564
H 0.127 1.109 1.374
O 1.193 -0.452 0.489
C 0.376 -1.442 1.046
H 1.980 2.771 0.823
C 0.554 -2.732 0.583
C -2.695 -0.703 1.242
Ni 2.814 -0.464 -0.553
H 0.875 -2.916 -0.444
C 1.825 1.848 0.235
H -2.465 0.911 -0.143
H -3.457 -0.440 -0.743
O -4.402 0.842 0.586
C -4.928 1.746 -0.352
C 1.168 0.836 1.166
O -3.394 -1.751 1.570
H -1.322 -1.012 1.114
H -5.830 2.193 0.084
H 0.352 -1.331 2.137
H -2.513 -0.093 2.159
H -4.202 2.547 -0.580
O 3.017 1.359 -0.296
H -5.198 1.237 -1.293
H 0.164 -3.562 1.170

***

No. 3
A molecular structure, C3H4N2O in a non-equilibrium geometry. Source: the Open Molecules 2025 dataset; level of theory: ωB97M-V with the def2-TZVPD basis set.

total charge = 0
total energy = -8199.717 eV
HOMO-LUMO gap = 8.70 eV
E_LUMO = 1.034 eV
ΔE to the lowest compared entry with this formula, charge and spin = 96.1 kcal per mole

Element x y z (Å)
H 2.844 0.061 -0.082
H -2.054 -1.173 0.115
C 0.946 -0.036 0.238
H -1.847 1.938 -0.118
H 0.044 -1.991 0.383
C -0.878 1.455 -0.090
N 0.338 1.467 -0.068
N -1.335 -0.455 -0.054
C -0.123 -0.928 0.160
O 2.065 -0.338 -0.483